The following is a DFT calculation (the ωB97M-V functional and the def2-TZVPD basis) of 2 unconnected molecules or ions with the total composition C6H13N3.

Properties
orbital gap (spin up / spin down): 7.6 / 7.6 eV
energy relative to the best compared isomer or geometry (same formula, charge and spin): 113.2 kcal per mole
strongest force on any atom: 0.8 eV Å⁻¹
E_HOMO (spin up / spin down): -7.16 / -7.16 eV
spin multiplicity: 1

```
22
Properties=species:S:1:pos:R:3:lowdin_charge:R:1
C 0.18165 -0.47598 1.10728 -0.3441
C -1.27950 0.86941 -2.46302 0.0006
C 0.42270 0.45189 2.29547 -0.1368
C 1.41948 -1.28794 0.77196 -0.1329
N -0.79353 0.28636 -1.20077 -0.0772
C -1.03832 -0.89886 -0.78369 -0.2173
C 0.10102 1.02855 -0.29977 -0.3790
N -1.29028 -2.07309 -1.01721 0.2121
N 1.24415 1.35496 -0.84515 0.0624
H -0.62529 -1.14480 1.42951 0.0880
H -2.07935 -2.53497 -0.57828 0.0918
H 1.70929 2.07300 -0.29572 0.0317
H -0.52483 1.73185 0.26456 0.1315
H -1.91892 0.14845 -2.96992 0.0901
H -1.84407 1.77614 -2.24473 0.0907
H -0.40916 1.12252 -3.06602 0.0877
H -0.46127 1.05242 2.52870 0.0672
H 0.67151 -0.12520 3.19246 0.0717
H 1.26391 1.12440 2.10105 0.0711
H 1.21272 -2.11129 0.08578 0.0587
H 1.86272 -1.72800 1.67230 0.0706
H 2.17538 -0.63983 0.31518 0.0614
```